Entry 1:
Below is a 9-piece molecular cluster, C7H33NO8 overall in a non-equilibrium geometry, with properties calculated with the ωB97M-V functional and the def2-TZVPD basis.

As for the largest force on an atom: 2.33 eV Å⁻¹. Its SMILES is CCN[C@@H](C)C(C)C.O.O.O.O.O.O.O.O. Its HOMO-LUMO gap is 9.7943 eV. The calculation puts the energy above the lowest of the compared OMol25 structures with the same formula, charge and spin at 10.7 kcal/mol. The calculation puts the HOMO energy at -9.5 eV.

Geometry (Å):
C: 2.683 0.191 1.429
C: 2.295 -0.710 0.252
N: 0.914 -1.212 0.469
C: -0.112 -0.669 -0.439
C: 0.190 -0.637 -1.957
C: -1.441 -1.445 -0.202
C: -2.636 -0.621 -0.622
C: -1.520 -2.869 -0.790
H: 2.366 -0.379 2.294
H: 3.766 0.305 1.491
H: 2.216 1.169 1.352
H: 2.390 -0.244 -0.723
H: 2.981 -1.560 0.220
H: 0.876 -2.215 0.306
H: -0.332 0.372 -0.180
H: 1.218 -0.294 -2.091
H: 0.021 -1.571 -2.489
H: -0.377 0.119 -2.496
H: -1.501 -1.536 0.889
H: -2.631 -0.147 -1.591
H: -3.623 -1.082 -0.444
H: -2.932 0.153 0.090
H: -2.476 -3.037 -1.279
H: -0.642 -3.049 -1.401
H: -1.506 -3.706 -0.079
O: -0.386 2.247 -2.814
H: 0.205 2.992 -2.940
H: -0.377 1.945 -1.904
O: 0.725 3.219 0.756
H: -0.015 2.734 1.130
H: 0.777 4.103 1.125
O: -3.394 2.271 -0.953
H: -3.248 2.897 -0.219
H: -2.452 2.339 -1.181
O: 3.123 -0.014 -3.113
H: 3.048 -0.979 -3.135
H: 2.798 0.179 -4.004
O: -0.587 -0.675 3.207
H: -0.164 -0.979 2.383
H: -0.247 -1.333 3.827
O: 1.829 -3.959 -0.777
H: 1.280 -3.263 -1.157
H: 1.407 -4.743 -1.150
O: 0.502 1.794 3.695
H: 1.009 1.996 2.904
H: -0.053 1.008 3.533
O: -2.155 1.952 1.606
H: -3.010 1.799 2.013
H: -1.466 1.446 2.049

=====

Entry 2:
Below is CH10CdClN2 as an isolated structure in a non-equilibrium geometry, with properties calculated with the ωB97M-V functional and the def2-TZVPD basis.

As for the largest force on an atom: 1.64 eV Å⁻¹. Its HOMO-LUMO gap is 5.5420 eV. The charge is -1. The calculation puts the HOMO energy at -2.1 eV.

Geometry (Å):
C: -0.660 -1.440 1.711
Cd: -0.207 0.379 0.534
N: 0.659 2.168 -0.938
N: 0.587 -1.287 -1.282
H: 1.548 2.514 -0.587
H: -1.909 0.338 -0.075
H: -1.376 -1.134 2.489
H: 0.249 -1.837 2.183
H: -1.109 -2.214 1.083
H: 1.589 -1.261 -1.509
H: 0.023 -1.152 -2.124
H: 0.364 -2.201 -0.888
H: 0.698 1.972 -1.944
H: -0.033 2.905 -0.758
Cl: -0.423 2.250 2.103